P:
The molecule C4H3I, computed with wB97M-V/def2-TZVPD.

Last column: Mulliken charge in e.
CARTESIAN COORDINATES (ANGSTROEM)
1 C -0.0687 -0.3352 -0.4535  -0.24
2 C -1.4090 -0.0959 0.2030  -0.58
3 C 1.2406 -0.0723 -0.2599  -0.56
4 C -2.5672 0.0377 0.5341  0.42
5 I -0.2756 -1.9574 -2.0042  -0.03
6 H 1.3344 0.3798 0.6706  0.27
7 H 2.0143 -0.1181 -0.9930  0.32
8 H -3.5495 0.2256 0.9854  0.40

Results
SMILES: C#CC(=C)I
Multiplicity: 1
E_HOMO in eV: -9.1
Total charge: 0
Lowest unoccupied orbital energy in eV: -0.3

Q:
The molecule C4H3I, computed with wB97M-V/def2-TZVPD.

Last column: Mulliken charge in e.
CARTESIAN COORDINATES (ANGSTROEM)
1 C 0.2435 -0.0121 -0.4910  -0.07
2 C -1.3968 0.1459 0.9298  -0.25
3 C -1.2203 0.0531 -0.5027  0.08
4 C 1.4050 0.0054 0.0627  -0.64
5 I 1.8086 -0.0294 2.2477  -0.06
6 H -1.5362 0.7957 -1.2346  0.29
7 H -1.8162 -0.9874 -0.8039  0.25
8 H 2.5124 0.0289 -0.2081  0.39

Results
Multiplicity: 1
E_HOMO (alpha / beta) in eV: -8.0 / -8.0
Total charge: 0
Lowest unoccupied orbital energy (alpha / beta) in eV: -1.3 / -1.3

Consider the structures shown above. The least stable of them is Q.